1.
DFT (ωB97M-V/def2-TZVPD) results for 8 unconnected molecules or ions with the total composition C11H39N15O8 at a distorted geometry.

Values from the calculation:
SMILES = COC[C@H](C)N.NC(N)=O.NC(N)=O.NC(N)=O.NC(N)=O.NC(N)=O.NC(N)=O.NC(N)=O
Gap between HOMO and LUMO = 9.26 eV
Spin multiplicity = 1
F_max = 0.208 Eh/bohr

Atoms and positions in Å:
C: -4.07 -3.59 8.47
O: -3.43 -3.09 7.38
C: -2.57 -1.98 7.57
C: -2.71 -1.11 6.32
C: -1.58 -0.09 6.21
N: -3.95 -0.41 6.52
H: -4.77 -2.90 8.95
H: -3.35 -4.01 9.18
H: -4.77 -4.39 8.22
H: -2.74 -1.39 8.47
H: -1.64 -2.55 7.62
H: -2.66 -1.75 5.44
H: -0.58 -0.53 6.21
H: -1.70 0.55 7.08
H: -1.61 0.39 5.24
H: -4.03 -0.09 7.47
H: -4.77 -0.99 6.42
N: 0.92 1.41 0.40
C: 1.34 1.21 -0.73
N: 2.30 0.38 -0.70
O: 0.93 1.79 -1.75
H: 0.18 2.10 0.42
H: 1.33 0.96 1.21
H: 2.33 -0.25 0.09
H: 2.96 0.23 -1.45
N: -2.92 1.56 -5.83
C: -3.13 2.35 -6.86
N: -2.14 2.19 -7.71
O: -4.19 2.89 -7.17
H: -2.13 0.94 -5.73
H: -3.62 1.51 -5.11
H: -1.27 1.77 -7.42
H: -2.21 2.55 -8.65
N: -4.64 1.80 1.94
C: -4.26 2.91 1.37
N: -3.53 3.64 2.15
O: -4.44 3.20 0.29
H: -5.10 1.12 1.35
H: -4.28 1.53 2.84
H: -2.96 4.36 1.74
H: -3.59 3.30 3.10
N: -0.39 9.17 -3.47
C: 0.31 8.31 -4.04
N: 0.12 7.18 -3.44
O: 1.19 8.55 -4.83
H: -0.16 10.14 -3.64
H: -1.07 8.87 -2.79
H: -0.61 6.96 -2.77
H: 0.76 6.45 -3.70
N: 7.53 -4.80 -4.63
C: 6.76 -3.86 -4.27
N: 7.43 -2.74 -4.39
O: 5.63 -4.03 -3.91
H: 7.12 -5.72 -4.70
H: 8.53 -4.65 -4.62
H: 8.31 -2.69 -4.88
H: 6.88 -1.91 -4.21
N: 0.36 -2.03 -5.51
C: 0.52 -2.05 -6.81
N: -0.11 -3.08 -7.29
O: 1.27 -1.26 -7.37
H: -0.22 -2.74 -5.09
H: 0.95 -1.64 -4.78
H: -0.62 -3.64 -6.62
H: -0.23 -3.33 -8.26
N: 4.00 -5.02 3.77
C: 3.88 -3.74 4.11
N: 4.29 -3.57 5.36
O: 3.54 -2.94 3.30
H: 4.58 -5.56 4.41
H: 3.84 -5.24 2.80
H: 4.46 -4.32 6.01
H: 4.19 -2.60 5.64

2.
DFT (ωB97M-V/def2-TZVPD) results for 9 unconnected molecules or ions with the total composition C11H40N4O9 at a distorted geometry.

Values from the calculation:
SMILES = NC(N)=O.NC(N)=O.CCO.CCO.CO.CO.CO.CO.CO
Gap between HOMO and LUMO = 9.03 eV
Spin multiplicity = 1
F_max = 0.178 Eh/bohr

Atoms and positions in Å:
N: -1.09 2.84 -0.80
C: -2.32 2.76 -1.29
N: -2.64 3.82 -1.91
O: -3.06 1.56 -1.32
H: -0.79 2.05 -0.21
H: -0.64 3.80 -0.63
H: -3.56 3.84 -2.37
H: -2.04 4.71 -1.81
N: 4.37 -1.51 -0.04
C: 3.28 -2.24 0.11
N: 3.27 -3.19 1.05
O: 2.18 -1.92 -0.67
H: 4.30 -0.63 -0.48
H: 5.28 -1.66 0.51
H: 2.39 -3.55 1.39
H: 4.17 -3.49 1.50
C: 1.28 0.34 -2.36
C: 1.93 0.51 -3.73
O: 1.03 -0.05 -4.66
H: 0.47 1.04 -2.24
H: 2.05 0.60 -1.63
H: 0.96 -0.63 -2.09
H: 2.77 -0.13 -3.77
H: 2.20 1.55 -3.90
H: 1.11 -0.97 -4.50
C: -3.41 -0.58 1.90
C: -2.51 -1.78 2.04
O: -3.24 -2.72 2.76
H: -2.87 0.14 1.32
H: -3.65 -0.17 2.87
H: -4.33 -0.68 1.24
H: -1.56 -1.43 2.55
H: -2.26 -2.17 1.06
H: -2.78 -3.57 2.65
C: -2.01 2.84 2.52
O: -1.14 3.87 2.38
H: -1.43 1.89 2.77
H: -2.50 2.65 1.60
H: -2.76 3.12 3.22
H: -1.62 4.65 2.15
C: 2.79 3.05 -0.12
O: 2.88 3.38 -1.49
H: 1.76 2.94 0.06
H: 3.27 3.77 0.59
H: 3.36 2.15 -0.06
H: 3.08 2.58 -1.97
C: 0.84 0.24 1.38
O: -0.24 0.20 0.50
H: 0.87 1.30 1.67
H: 1.80 -0.02 0.86
H: 0.89 -0.53 2.16
H: -0.05 -0.51 -0.11
C: 0.19 -3.70 1.60
O: 1.19 -4.64 1.84
H: 0.44 -2.94 0.92
H: -0.28 -3.19 2.44
H: -0.59 -4.23 1.09
H: 0.83 -5.55 1.76
C: -2.15 -1.40 -1.80
O: -0.95 -1.93 -1.47
H: -2.05 -0.47 -2.35
H: -2.82 -1.23 -0.98
H: -2.83 -1.95 -2.43
H: -1.06 -2.85 -1.28

3.
DFT (ωB97M-V/def2-TZVPD) results for 10 unconnected molecules or ions with the total composition C11H41NO10 at a distorted geometry.

Values from the calculation:
SMILES = CC1(C)CCCC(C)(C)N1O.CCO.O.O.O.O.O.O.O.O
Gap between HOMO and LUMO = 7.75 eV
Spin multiplicity = 1
F_max = 0.031 Eh/bohr

Atoms and positions in Å:
C: -0.63 19.37 9.83
C: -1.91 19.18 10.66
C: -1.45 19.22 12.13
C: -2.82 20.41 10.35
C: -4.25 20.18 10.85
C: -4.84 18.87 10.30
C: -3.96 17.68 10.62
C: -4.11 17.25 12.10
C: -4.48 16.51 9.78
N: -2.60 17.97 10.20
O: -1.77 16.83 10.21
H: -0.19 20.34 10.04
H: 0.13 18.61 10.01
H: -0.86 19.26 8.77
H: -0.86 20.12 12.33
H: -2.22 19.38 12.89
H: -0.90 18.31 12.35
H: -2.39 21.26 10.89
H: -2.77 20.63 9.28
H: -4.34 20.24 11.93
H: -4.87 21.02 10.50
H: -4.91 18.94 9.21
H: -5.83 18.75 10.74
H: -3.40 17.77 12.74
H: -3.94 16.18 12.21
H: -5.11 17.38 12.51
H: -3.84 15.64 9.92
H: -4.39 16.63 8.69
H: -5.51 16.20 9.97
H: -1.52 16.63 11.14
C: -1.45 17.70 15.59
C: -2.70 18.41 16.06
O: -2.51 18.80 17.42
H: -0.54 18.30 15.65
H: -1.48 17.50 14.51
H: -1.35 16.79 16.19
H: -3.59 17.79 15.90
H: -2.83 19.35 15.52
H: -2.44 18.01 17.96
O: 0.59 14.10 14.45
H: 1.44 13.87 14.04
H: 0.77 14.09 15.40
O: -2.27 14.26 14.44
H: -2.46 13.85 13.59
H: -1.31 14.31 14.49
O: 2.06 17.55 11.95
H: 2.11 18.51 11.84
H: 2.52 17.37 12.78
O: 3.65 16.83 9.93
H: 2.89 17.04 10.52
H: 3.32 16.14 9.35
O: -2.23 13.54 10.82
H: -1.66 12.80 11.10
H: -1.73 14.33 11.06
O: 0.73 16.04 9.00
H: 0.99 16.49 8.20
H: -0.10 16.47 9.27
O: -0.38 15.90 12.35
H: 0.40 16.42 12.08
H: -0.18 15.58 13.24
O: -0.18 12.25 12.27
H: 0.67 11.87 12.01
H: 0.02 12.81 13.03

4.
DFT (ωB97M-V/def2-TZVPD) results for 10 unconnected molecules or ions with the total composition C11H42O11 at a distorted geometry.

Values from the calculation:
SMILES = OCCO.CO.CO.CO.CO.CO.CO.CO.CO.CO
Gap between HOMO and LUMO = 10.03 eV
Spin multiplicity = 1
F_max = 0.038 Eh/bohr

Atoms and positions in Å:
O: 3.78 -0.96 -0.42
C: 3.45 -2.20 -1.01
C: 4.12 -3.35 -0.37
O: 3.42 -3.67 0.86
H: 2.97 -0.47 -0.22
H: 2.37 -2.34 -0.99
H: 3.79 -2.19 -2.05
H: 5.14 -3.04 -0.08
H: 4.14 -4.24 -1.04
H: 3.96 -4.21 1.45
C: -1.06 -2.25 -4.71
O: -0.78 -1.35 -3.64
H: -2.06 -2.09 -5.12
H: -0.30 -2.19 -5.48
H: -1.09 -3.27 -4.35
H: -0.75 -0.47 -4.01
C: 3.18 2.27 2.45
O: 2.51 2.72 1.26
H: 2.76 2.72 3.35
H: 3.04 1.19 2.50
H: 4.24 2.50 2.32
H: 2.94 3.54 1.00
C: -0.87 3.76 0.18
O: -1.91 4.52 -0.43
H: -1.16 3.16 1.04
H: -0.48 3.01 -0.51
H: -0.06 4.40 0.51
H: -2.43 4.86 0.30
C: -3.87 1.03 0.49
O: -4.56 0.54 -0.63
H: -4.61 1.26 1.25
H: -3.21 0.30 0.95
H: -3.28 1.95 0.29
H: -3.98 -0.04 -1.13
C: -0.02 0.92 3.66
O: -1.43 1.24 3.69
H: 0.31 0.29 2.85
H: 0.50 1.88 3.62
H: 0.25 0.39 4.59
H: -1.94 0.44 3.91
C: -2.05 -2.40 3.25
O: -2.49 -1.46 4.20
H: -2.07 -2.04 2.22
H: -0.99 -2.56 3.48
H: -2.55 -3.37 3.29
H: -3.43 -1.41 4.28
C: 0.05 0.01 -0.08
O: 1.39 0.38 0.06
H: -0.15 -0.82 0.59
H: -0.66 0.82 0.12
H: -0.19 -0.33 -1.10
H: 1.50 1.31 0.25
C: -3.38 -2.62 -1.51
O: -2.88 -1.35 -1.85
H: -2.67 -3.39 -1.19
H: -4.15 -2.44 -0.76
H: -3.91 -2.93 -2.41
H: -2.04 -1.38 -2.35
C: 2.42 2.31 -2.63
O: 2.18 3.29 -3.60
H: 3.42 1.90 -2.76
H: 2.57 2.76 -1.63
H: 1.73 1.47 -2.70
H: 1.31 3.70 -3.49

5.
DFT (ωB97M-V/def2-TZVPD) results for a molecular structure, C11H44BeN22O11 at a distorted geometry.

Values from the calculation:
Total charge = +2
Gap between HOMO and LUMO = 8.67 eV
Spin multiplicity = 1
F_max = 0.148 Eh/bohr

Atoms and positions in Å:
Be: 0.25 0.42 -0.10
C: -4.09 1.37 2.90
O: -4.50 2.14 2.04
N: -4.34 1.41 4.16
N: -3.19 0.48 2.76
H: -5.00 2.15 4.36
H: -3.94 0.94 4.96
H: -2.85 0.29 1.82
H: -2.92 -0.17 3.48
C: 0.67 -6.12 0.04
O: -0.37 -6.32 0.66
N: 0.94 -4.90 -0.49
N: 1.59 -6.96 -0.26
H: 1.85 -4.72 -0.90
H: 0.28 -4.17 -0.30
H: 2.33 -6.59 -0.84
H: 1.55 -7.92 0.04
C: -3.50 -0.02 -0.54
O: -2.39 0.21 -0.04
N: -3.79 -1.12 -1.04
N: -4.47 0.84 -0.56
H: -4.73 -1.20 -1.39
H: -3.07 -1.82 -1.18
H: -5.36 0.63 -1.00
H: -4.27 1.67 -0.01
C: -0.51 -1.26 -3.50
O: -0.58 -0.67 -2.45
N: -1.30 -2.13 -3.96
N: 0.38 -0.79 -4.32
H: -1.83 -2.68 -3.30
H: -0.98 -2.59 -4.79
H: 0.84 -1.14 -5.15
H: 0.73 0.08 -3.94
C: -1.82 3.47 -0.73
O: -0.99 2.73 -0.37
N: -1.77 4.29 -1.77
N: -3.05 3.62 -0.22
H: -2.56 4.78 -2.17
H: -1.01 3.95 -2.35
H: -2.96 3.48 0.77
H: -3.68 4.27 -0.67
C: -0.16 1.57 3.26
O: -0.40 1.15 2.13
N: -0.62 2.60 3.87
N: 0.62 0.90 4.03
H: -1.22 3.26 3.39
H: -0.23 2.93 4.74
H: 1.05 0.14 3.52
H: 0.66 1.12 5.01
C: 2.18 3.34 0.90
O: 1.85 2.16 0.70
N: 1.45 4.39 0.57
N: 3.40 3.60 1.25
H: 0.52 4.02 0.43
H: 1.49 5.29 1.03
H: 3.69 4.56 1.34
H: 3.94 2.74 1.28
C: 3.25 -1.50 2.02
O: 2.29 -0.78 1.97
N: 3.47 -2.59 1.39
N: 4.24 -0.97 2.66
H: 4.46 -2.79 1.26
H: 2.72 -2.94 0.82
H: 5.07 -1.52 2.85
H: 4.07 -0.17 3.25
C: 3.12 -1.02 -1.96
O: 2.18 -0.94 -1.09
N: 3.97 -2.00 -2.23
N: 3.25 -0.11 -2.86
H: 3.81 -2.88 -1.75
H: 4.79 -1.84 -2.80
H: 3.94 -0.09 -3.60
H: 2.63 0.68 -2.71
C: 1.25 2.31 -2.93
O: 1.12 1.36 -2.19
N: 1.78 3.43 -2.68
N: 0.62 2.46 -4.06
H: 1.72 4.08 -3.45
H: 2.20 3.69 -1.80
H: 1.03 3.07 -4.75
H: 0.04 1.68 -4.33
C: -1.03 -2.76 1.16
O: -0.32 -1.92 0.56
N: -2.32 -2.98 0.98
N: -0.52 -3.43 2.13
H: -2.87 -3.42 1.70
H: -2.93 -2.45 0.37
H: -1.27 -3.99 2.50
H: 0.44 -3.35 2.42

6.
DFT (ωB97M-V/def2-TZVPD) results for 11 unconnected molecules or ions with the total composition C11H44N22O11 at a distorted geometry.

Values from the calculation:
SMILES = NC(N)=O.NC(N)=O.NC(N)=O.NC(N)=O.NC(N)=O.NC(N)=O.NC(N)=O.NC(N)=O.NC(N)=O.NC(N)=O.NC(N)=O
Gap between HOMO and LUMO = 8.98 eV
Spin multiplicity = 1
F_max = 0.052 Eh/bohr

Atoms and positions in Å:
N: -2.77 1.47 6.05
C: -2.58 1.13 4.73
N: -1.28 0.96 4.35
O: -3.51 0.87 4.00
H: -3.72 1.42 6.37
H: -2.05 1.77 6.68
H: -1.17 0.49 3.47
H: -0.51 1.22 4.94
N: -4.14 1.96 1.02
C: -5.15 2.67 0.45
N: -6.16 2.99 1.32
O: -5.07 3.20 -0.65
H: -3.37 1.82 0.39
H: -4.04 1.83 2.01
H: -6.97 3.37 0.85
H: -6.25 2.69 2.27
N: -2.85 2.41 -2.25
C: -2.38 1.13 -2.22
N: -1.45 0.88 -3.19
O: -2.73 0.35 -1.33
H: -2.49 3.01 -2.98
H: -3.72 2.64 -1.76
H: -1.50 1.50 -3.98
H: -1.01 -0.03 -3.28
N: 1.53 2.22 -3.14
C: 1.27 3.16 -4.09
N: 1.79 2.88 -5.34
O: 0.78 4.27 -3.91
H: 0.92 2.17 -2.35
H: 2.16 1.49 -3.43
H: 1.63 3.66 -5.95
H: 2.41 2.13 -5.57
N: 1.40 -0.10 1.55
C: 0.44 -0.03 0.58
N: -0.82 -0.26 1.02
O: 0.72 0.31 -0.57
H: 2.31 0.31 1.44
H: 1.23 -0.49 2.46
H: -0.90 -0.87 1.83
H: -1.56 -0.27 0.33
N: -3.82 -2.24 -1.03
C: -5.12 -2.33 -0.61
N: -5.79 -1.16 -0.61
O: -5.64 -3.41 -0.35
H: -3.33 -1.37 -1.17
H: -3.46 -3.09 -1.42
H: -6.73 -1.07 -0.27
H: -5.37 -0.38 -1.09
N: 7.52 0.97 -1.25
C: 6.23 1.18 -0.84
N: 6.00 0.85 0.47
O: 5.34 1.48 -1.62
H: 8.29 0.79 -0.63
H: 7.70 0.97 -2.23
H: 5.05 0.83 0.78
H: 6.74 0.69 1.12
N: 5.30 -0.44 4.52
C: 4.45 0.45 3.96
N: 4.10 1.50 4.74
O: 4.08 0.37 2.79
H: 5.53 -1.32 4.09
H: 5.75 -0.23 5.40
H: 3.44 2.15 4.35
H: 4.40 1.60 5.69
N: 4.87 -1.95 -2.64
C: 3.64 -1.84 -2.04
N: 3.35 -0.57 -1.66
O: 2.80 -2.74 -2.08
H: 5.28 -1.20 -3.17
H: 5.17 -2.89 -2.79
H: 4.09 0.12 -1.55
H: 2.43 -0.34 -1.30
N: 0.49 -3.26 -3.73
C: -0.47 -2.53 -3.11
N: -0.21 -2.26 -1.81
O: -1.34 -1.94 -3.74
H: 0.49 -3.28 -4.73
H: 1.07 -3.91 -3.23
H: -0.69 -1.51 -1.34
H: 0.67 -2.51 -1.39
N: -1.99 -4.09 1.02
C: -2.19 -3.13 1.97
N: -3.49 -2.77 2.16
O: -1.29 -2.64 2.65
H: -2.77 -4.30 0.43
H: -1.06 -4.27 0.67
H: -4.24 -3.14 1.60
H: -3.67 -2.17 2.94